Formula: C5H12
Source: the OMol25 dataset
Level of theory: wB97M-V/def2-TZVPD

Its total energy is -5378.114 eV. For the lowest unoccupied orbital energy, the calculation gives 0.04428 Eh. As for the energy relative to the best compared isomer or geometry (same formula, charge and spin): 1.826 eV. The orbital gap is 11.2 eV. The calculation puts the strongest force on any atom at 0.0614 Eh/bohr. The molar mass is 72.15 u.

Each line ends with the Mulliken charge.
Positions of all 17 atoms, in Å:
C 2.388 -0.020 -0.611  -0.5377
C 1.600 -1.057 -0.289  -0.5899
H 2.545 0.403 -1.592  0.2599
H 3.051 0.420 0.137  0.2562
H 1.017 -1.244 -1.180  0.2591
H 1.737 -1.625 0.614  0.3473
C -1.458 -0.139 -0.889  -1.2363
C -1.287 -0.179 0.641  -0.0889
C -0.962 1.251 1.164  -0.9994
H -0.656 0.408 -1.388  0.2899
H -1.331 -1.153 -1.270  0.3245
H -2.412 0.339 -1.115  0.3839
H -2.197 -0.572 1.106  0.3392
H -0.509 -0.873 0.950  0.1392
H -1.109 1.309 2.237  0.3337
H -1.636 1.980 0.705  0.2912
H 0.022 1.510 0.775  0.2282


Formula: C38H77BF5N3O12P3
Source: the OMol25 dataset
Level of theory: wB97M-V/def2-TZVPD

Its total energy is -111811.712 eV. As for the spin multiplicity: 3. For the lowest unoccupied orbital energy (alpha / beta), the calculation gives -0.08861 / -0.08861 Eh. The orbital gap (alpha / beta) is 7.1 / 8.0 eV. As for the charge: +1. The calculation puts the strongest force on any atom at 0.0567 Eh/bohr. The molar mass is 966.77 u.

Each line ends with the Löwdin spin population.
Positions of all 139 atoms, in Å:
C 6.407 1.892 1.144  -0.0002
O 5.074 2.354 1.138  0.0000
C 4.936 3.396 0.188  0.0000
C 3.473 3.754 0.062  0.0000
C 3.219 4.978 -0.832  0.0000
C 1.871 5.660 -0.558  0.0000
C 0.755 4.687 -0.946  0.0000
C -0.659 5.094 -0.461  0.0000
C -1.272 4.072 0.549  0.0000
C -1.926 3.003 -0.307  0.0000
N -2.567 1.691 0.109  0.0000
C -1.464 0.707 0.285  0.0000
F -0.920 0.456 -0.928  0.0000
F -0.415 1.263 0.871  0.0000
C -1.592 -0.767 0.877  0.0000
F -2.758 -1.180 1.339  0.0000
F -0.735 -0.869 1.885  0.0000
F -1.182 -1.675 0.023  0.0000
C -3.425 1.361 -1.127  0.0000
P -2.913 1.332 -2.932  0.0000
C -1.437 2.379 -3.363  0.0000
O -2.269 -0.187 -3.205  0.0000
C -4.119 -0.035 -0.997  0.0000
C -5.190 -0.197 -2.156  0.0000
O -6.229 -1.017 -1.635  0.0000
O -6.002 -2.316 -2.101  0.0001
O -4.840 -0.156 0.208  0.0000
C -4.887 0.922 1.116  0.0000
C -6.180 1.692 0.664  0.0000
P -5.608 -0.006 2.601  0.0000
O -6.637 -0.882 2.086  0.0000
O -4.599 -0.940 3.423  0.0000
O -6.350 0.975 3.636  0.0000
C -3.578 1.803 1.273  0.0000
B -4.221 3.292 1.440  0.0000
C -4.686 3.967 2.784  0.0000
O -4.516 4.078 0.316  0.0000
P -2.637 1.465 2.943  0.0000
C -1.479 2.855 3.371  0.0000
O -3.684 1.593 4.222  0.0000
H 6.632 1.331 2.047  0.0001
H 7.117 2.725 1.078  -0.0002
H 6.610 1.234 0.292  -0.0002
H 5.566 4.238 0.509  0.0000
H 5.351 3.021 -0.759  0.0000
H 3.092 3.931 1.072  0.0000
H 2.988 2.890 -0.391  0.0000
H 3.275 4.638 -1.869  0.0000
H 4.029 5.702 -0.716  0.0000
H 1.810 6.495 -1.255  0.0000
H 1.784 5.994 0.476  0.0000
H 0.932 3.662 -0.607  0.0000
H 0.718 4.623 -2.037  0.0000
H -1.369 5.307 -1.266  0.0000
H -0.552 6.030 0.091  0.0000
H -0.412 3.764 1.134  0.0000
H -1.875 4.691 1.218  0.0000
H -2.560 3.516 -1.016  0.0000
H -1.067 2.753 -0.929  0.0000
H -4.229 2.088 -1.207  0.0000
H -1.701 3.420 -3.161  0.0000
H -0.540 2.099 -2.814  0.0000
H -1.323 2.303 -4.442  0.0000
H -2.008 -0.209 -4.138  0.0000
H -3.391 -0.847 -1.051  0.0000
H -5.651 0.750 -2.427  0.0000
H -4.783 -0.751 -2.994  0.0000
H -5.353 -2.708 -1.495  0.0000
H -6.061 2.305 -0.228  0.0000
H -6.709 2.179 1.483  0.0000
H -6.878 0.914 0.355  0.0000
H -4.669 -0.760 4.373  0.0000
H -7.193 0.558 3.875  0.0000
H -3.946 4.027 3.582  0.0000
H -5.501 3.355 3.195  0.0000
H -5.106 4.963 2.652  0.0000
H -3.998 4.895 0.336  0.0000
H -1.835 3.846 3.093  0.0000
H -0.479 2.699 2.976  0.0000
H -1.364 2.882 4.456  0.0000
H -3.134 1.575 5.019  0.0000
C 12.399 -0.875 -0.897  0.0022
C 10.979 -0.276 -1.101  0.0265
C 10.809 0.321 -2.508  0.0153
C 11.392 1.718 -2.702  0.0008
C 10.927 2.649 -1.587  0.0145
C 11.250 2.091 -0.201  0.0274
N 10.701 0.711 -0.015  0.3598
O 9.424 0.802 0.144  0.5449
C 12.779 2.126 -0.013  0.0012
C 10.721 3.040 0.874  -0.0005
C 10.053 -1.493 -1.037  -0.0009
H 13.015 -0.312 -0.203  0.0011
H 12.347 -1.871 -0.457  0.0000
H 12.945 -0.956 -1.838  -0.0002
H 9.741 0.379 -2.743  0.0024
H 11.241 -0.358 -3.246  0.0013
H 12.483 1.675 -2.750  0.0003
H 11.064 2.115 -3.666  0.0008
H 11.397 3.627 -1.709  0.0011
H 9.849 2.815 -1.684  0.0029
H 13.067 1.703 0.952  0.0011
H 13.135 3.156 -0.038  -0.0004
H 13.330 1.604 -0.792  0.0000
H 9.649 3.217 0.784  -0.0006
H 11.212 4.009 0.792  -0.0003
H 10.922 2.649 1.873  0.0003
H 10.047 -1.935 -0.039  0.0002
H 10.400 -2.253 -1.737  -0.0003
H 9.026 -1.251 -1.310  -0.0004
C -5.751 -9.002 0.223  0.0021
C -7.151 -8.349 0.049  0.0262
C -7.401 -7.916 -1.406  0.0149
C -6.766 -6.588 -1.812  0.0007
C -7.096 -5.505 -0.789  0.0140
C -6.695 -5.911 0.628  0.0269
N -7.293 -7.223 1.020  0.3496
O -8.547 -7.039 1.258  0.5570
C -5.154 -5.943 0.702  0.0013
C -7.089 -4.809 1.613  -0.0005
C -8.129 -9.492 0.330  -0.0009
H -5.054 -8.396 0.795  0.0011
H -5.818 -9.933 0.786  0.0000
H -5.285 -9.227 -0.738  -0.0002
H -8.480 -7.823 -1.569  0.0023
H -7.063 -8.702 -2.084  0.0012
H -5.685 -6.702 -1.932  0.0003
H -7.148 -6.289 -2.791  0.0007
H -6.591 -4.578 -1.064  0.0010
H -8.167 -5.287 -0.830  0.0027
H -4.813 -6.263 1.688  0.0012
H -4.752 -4.943 0.524  -0.0004
H -4.691 -6.585 -0.045  0.0000
H -8.153 -4.581 1.580  -0.0007
H -6.559 -3.885 1.379  -0.0003
H -6.829 -5.090 2.636  0.0003
H -8.078 -9.809 1.373  0.0002
H -7.876 -10.350 -0.294  -0.0003
H -9.160 -9.225 0.104  -0.0004


Formula: CH7IN3
Source: the OMol25 dataset
Level of theory: wB97M-V/def2-TZVPD

Its total energy is -13712.934 eV. For the lowest unoccupied orbital energy, the calculation gives -0.16400 Eh. As for the energy relative to the best compared isomer or geometry (same formula, charge and spin): 3.128 eV. The orbital gap is 10.1 eV. As for the charge: +1. The calculation puts the strongest force on any atom at 0.0872 Eh/bohr. The molar mass is 187.99 u.

Each line ends with the Mulliken charge.
Positions of all 12 atoms, in Å:
C -0.320 0.484 0.687  0.3463
N -0.973 -0.534 -1.370  -0.6413
N -0.741 -0.587 -0.014  0.0375
N 0.339 1.478 0.264  -0.2233
I -0.727 0.228 2.798  0.1946
H 2.035 -0.703 0.590  -0.1893
H -1.978 -0.506 -1.730  0.2746
H 2.509 -0.936 0.134  0.2179
H -1.002 -1.421 0.493  0.1870
H 0.692 2.222 0.816  0.2347
H 0.552 1.452 -0.721  0.2951
H -0.386 -1.175 -1.946  0.2662


Formula: C2H3N3OS
Source: the OMol25 dataset
Level of theory: wB97M-V/def2-TZVPD

Its total energy is -19469.270 eV. For the lowest unoccupied orbital energy, the calculation gives 0.01763 Eh. As for the energy relative to the best compared isomer or geometry (same formula, charge and spin): 5.816 eV. The orbital gap is 9.0 eV. The calculation puts the strongest force on any atom at 0.0524 Eh/bohr. The molar mass is 117.13 u.

Each line ends with the Mulliken charge.
Positions of all 10 atoms, in Å:
C -1.416 -0.030 0.858  0.2289
C 1.025 0.230 -0.308  -0.2859
N -2.457 -0.644 0.032  -0.5357
N -1.500 -1.379 0.325  0.7263
N 2.081 0.811 -0.869  -0.2508
O -0.932 -2.443 0.292  -0.5872
S -0.302 1.220 -0.029  -0.1508
H -1.614 0.299 1.938  0.3378
H 2.255 1.841 -1.200  0.2165
H 2.860 0.094 -1.038  0.3008


Formula: C24H22Cl2Zn
Source: the OMol25 dataset
Level of theory: wB97M-V/def2-TZVPD

Its total energy is -98708.794 eV. For the lowest unoccupied orbital energy, the calculation gives 0.13292 Eh. The orbital gap is 2.7 eV. As for the charge: -2. The calculation puts the strongest force on any atom at 0.0309 Eh/bohr. The molar mass is 446.74 u.

Each line ends with the Mulliken charge.
Positions of all 49 atoms, in Å:
C -5.693 -0.992 2.448  -1.3432
C -4.277 -0.503 2.407  1.1049
C -3.998 0.863 2.257  -0.5775
C -2.690 1.309 2.192  -0.4520
C -1.581 0.409 2.246  1.6835
C -0.294 0.959 2.005  -1.4466
C 0.988 0.393 2.238  1.7446
C 2.087 1.303 2.337  -0.8253
C 3.395 0.860 2.428  -0.5933
C 3.683 -0.513 2.457  1.2436
C 5.104 -0.991 2.471  -1.3964
C 2.622 -1.423 2.438  -0.9910
C 1.304 -0.997 2.320  -0.4883
C -1.892 -0.958 2.531  -0.7691
C -3.209 -1.400 2.525  -0.7870
H -5.731 -2.087 2.460  0.3335
H -6.192 -0.622 3.351  0.2598
H -6.266 -0.631 1.586  0.2884
H -4.835 1.561 2.174  0.2655
H -2.492 2.378 2.059  0.0835
H -0.290 2.032 1.821  -0.3592
H 1.880 2.376 2.285  0.2724
H 4.228 1.567 2.446  0.2620
H 5.153 -2.085 2.472  0.3265
H 5.660 -0.624 1.599  0.2724
H 5.617 -0.620 3.364  0.2885
H 2.830 -2.496 2.475  0.1685
H 0.534 -1.758 2.208  0.1254
H -1.111 -1.689 2.724  0.1799
H -3.414 -2.470 2.615  0.2037
Cl -4.139 4.417 -1.627  -0.3511
Zn -2.771 4.762 -0.026  0.4494
Cl -1.019 4.722 1.181  -0.2804
C -1.063 2.593 -2.370  -1.4071
C -1.459 1.552 -1.493  -0.7067
C -0.297 1.052 -0.853  -0.8983
C 0.829 1.806 -1.316  0.4799
C 0.330 2.810 -2.243  0.7009
C 1.208 3.746 -2.817  -0.5642
C 2.576 3.627 -2.580  -0.4217
C 3.061 2.596 -1.743  -0.5444
C 2.206 1.681 -1.126  -0.2660
H -1.719 3.229 -2.970  0.4429
H -2.494 1.208 -1.361  0.4564
H -0.236 0.145 -0.261  0.5511
H 0.816 4.563 -3.429  0.3132
H 3.281 4.337 -3.016  0.3118
H 4.135 2.519 -1.560  0.3312
H 2.559 0.869 -0.489  0.3255


Formula: C3H3FO2
Source: the OMol25 dataset
Level of theory: wB97M-V/def2-TZVPD

Its total energy is -9967.055 eV. For the lowest unoccupied orbital energy, the calculation gives 0.02168 Eh. As for the energy relative to the best compared isomer or geometry (same formula, charge and spin): 4.505 eV. The orbital gap is 10.0 eV. The calculation puts the strongest force on any atom at 0.0785 Eh/bohr. The molar mass is 90.05 u.

Each line ends with the Mulliken charge.
Positions of all 9 atoms, in Å:
O 0.603 1.886 0.021  -0.4758
C 1.226 0.792 0.040  0.2917
C 1.658 -0.264 -0.371  0.0876
F 2.344 -1.387 -0.292  -0.2293
H -0.326 1.916 0.052  0.3551
C -1.368 -0.769 0.116  -0.1015
O -1.444 0.029 -0.729  -0.3718
H -0.561 -0.595 0.916  0.1883
H -2.131 -1.607 0.247  0.2558


Question: strongest force on any atom of number 4 (C2H3N3OS)?
Answer: 0.0524 Eh/bohr